1.
Molecular formula: C16H56N4O12
Method: DFT, ωB97M-V/def2-TZVPD

Results
Lowest unoccupied orbital energy ... 0.2 eV
SMILES ... NC(N)=O.NC(N)=O.CCO.CCO.CCO.CCO.CO.CO.CO.CO.CO.CO
Largest force on an atom ... 0.1798 hartree/bohr
Net charge ... 0
ΔE to the lowest compared entry with this formula, charge and spin ... 71.74 kcal per mole

Element x y z (Å)
C: 2.52 1.91 2.23
H: -1.96 2.57 2.17
H: -0.64 -4.36 1.69
H: 3.62 -0.05 -0.86
H: -2.11 1.51 4.04
N: -0.71 -0.29 -0.14
H: 1.37 -1.73 -5.41
H: -2.13 4.72 -1.76
H: 5.19 -0.74 -1.13
H: -6.05 1.99 1.81
H: 1.76 -2.89 4.19
O: 4.76 -0.57 0.77
H: -2.70 2.70 -0.64
O: 2.14 0.09 -5.69
H: 2.26 3.76 -2.20
H: 2.10 -0.92 0.57
H: 2.92 2.71 2.91
H: 1.67 -0.91 -3.87
C: 0.50 -0.67 -0.29
H: -0.74 -2.54 1.94
H: -3.77 -1.47 -1.87
H: 2.70 -3.78 -2.75
H: 0.49 1.32 -2.15
H: -1.04 0.39 0.57
H: -7.13 0.16 2.79
H: 4.96 0.96 -0.78
N: 1.27 -0.41 0.64
H: -3.68 1.28 1.28
H: 2.00 -2.43 -1.82
H: 1.97 2.64 -0.82
H: 1.06 0.18 1.44
N: 4.04 -4.48 -0.77
C: 2.20 2.70 -1.87
C: -1.66 2.91 -0.84
H: 2.49 0.68 -5.05
H: -6.00 -1.00 2.06
H: 0.01 2.67 -3.55
H: -1.26 -0.20 -1.01
C: 1.39 1.74 -2.72
H: -1.05 -2.25 -0.15
H: 1.89 -1.66 2.89
H: 4.42 -4.88 0.12
H: -1.88 -0.99 3.81
O: 0.90 2.43 -3.87
O: 1.41 1.34 2.90
O: 1.91 -0.84 4.66
H: -1.19 3.30 0.06
O: 3.16 -2.65 0.40
H: 2.08 2.28 1.35
H: 0.57 -3.33 1.21
H: 3.22 2.48 -2.15
O: -4.49 0.85 1.02
O: -1.74 1.66 1.91
H: -1.98 2.59 -3.26
H: -2.30 -0.76 2.14
C: 3.21 -3.42 -0.76
O: -1.12 -3.16 0.03
H: -5.20 1.25 3.05
H: -0.71 0.77 3.37
C: -3.44 -0.39 -1.84
C: -1.39 3.91 -1.94
O: -2.25 -0.33 -2.64
C: 2.05 -1.08 -4.90
H: 4.34 -1.44 0.88
H: 0.37 -1.78 3.57
C: -5.51 1.12 2.02
H: -0.41 4.33 -1.81
O: 0.88 -1.31 -1.46
C: -0.50 -3.39 1.28
H: -2.49 -0.40 -3.51
C: 1.45 -1.88 3.83
H: 2.96 -1.64 -4.94
C: 4.63 -0.05 -0.54
N: 2.68 -3.19 -1.93
C: -6.52 -0.01 1.92
C: -1.71 0.99 3.17
H: -4.31 0.25 -2.23
O: -1.55 3.41 -3.22
H: 4.06 -5.18 -1.51
H: 3.24 1.18 2.02
C: -2.45 -0.37 3.17
H: -3.20 -0.06 -0.83
H: -1.26 1.94 -0.95
H: 1.78 0.87 3.71
H: -7.08 -0.02 0.97
H: 2.39 -1.16 5.45
H: 1.86 0.83 -3.09
H: -3.52 -0.35 3.54

These are the Löwdin partial charges, in e, on atoms 1 to 5: atom 1 (C): -0.1103, atom 2 (H): 0.1131, atom 3 (H): 0.0736, atom 4 (H): 0.0436, atom 5 (H): 0.1229

2.
Molecular formula: C5H13NO
Method: DFT, ωB97M-V/def2-TZVPD

Results
Lowest unoccupied orbital energy ... 1.1 eV
SMILES ... CC(C)CNCO
Largest force on an atom ... 0.0151 hartree/bohr
Net charge ... 0
ΔE to the lowest compared entry with this formula, charge and spin ... 21.14 kcal per mole

Element x y z (Å)
C: -0.20 -0.13 -0.55
C: -2.29 0.28 0.76
H: -0.39 -0.36 1.56
H: 1.59 -0.34 0.46
H: -2.66 -0.64 0.32
H: -2.64 1.08 0.11
C: -0.76 0.31 0.79
H: 1.00 -1.91 -1.90
H: 0.81 1.72 1.31
O: 2.99 -1.37 -1.76
H: -0.37 0.68 -1.28
H: -0.48 2.39 0.30
H: -0.75 -0.99 -0.94
H: 3.00 -0.42 -1.99
N: 1.23 -0.45 -0.48
H: -2.71 0.35 1.75
C: 1.72 -1.60 -1.15
H: 1.90 -2.45 -0.47
C: -0.26 1.73 1.13
H: -0.74 2.12 2.02

These are the Löwdin partial charges, in e, on atoms 1 to 5: atom 1 (C): -0.2204, atom 2 (C): -0.0778, atom 3 (H): 0.1304, atom 4 (H): 0.1081, atom 5 (H): 0.0698

3.
Molecular formula: C5H9NO2S
Method: DFT, ωB97M-V/def2-TZVPD

Results
Lowest unoccupied orbital energy (alpha / beta) ... 0.9 / -2.9 eV
Largest force on an atom ... 0.1876 hartree/bohr
Multiplicity ... 3
Net charge ... 0
ΔE to the lowest compared entry with this formula, charge and spin ... 84.32 kcal per mole

Element x y z (Å)
H: 1.47 1.56 2.61
H: -2.80 1.87 -1.67
H: -4.26 0.86 -2.16
H: -0.01 0.74 0.86
O: -2.18 0.61 0.43
H: 2.74 0.11 2.40
H: 1.15 -0.30 3.03
S: -2.55 -0.23 -0.74
C: 2.29 -1.30 0.05
C: 3.32 -1.86 -0.29
O: -1.14 -0.67 -1.60
C: -3.09 0.86 -2.00
C: 1.01 0.19 1.11
H: -2.63 0.74 -2.90
H: -0.30 -0.55 -1.16
H: 3.97 -2.63 -0.50
N: 1.33 -0.42 0.08
C: 1.66 0.41 2.43

These are the Löwdin partial charges, in e, on atoms 1 to 5: atom 1 (H): 0.1188, atom 2 (H): 0.0656, atom 3 (H): 0.1058, atom 4 (H): 0.1205, atom 5 (O): -0.5094

4.
Molecular formula: C3H2O3
Method: DFT, ωB97M-V/def2-TZVPD

Results
Lowest unoccupied orbital energy ... -0.7 eV
Largest force on an atom ... 0.0167 hartree/bohr
Net charge ... 0
ΔE to the lowest compared entry with this formula, charge and spin ... 78.80 kcal per mole

Element x y z (Å)
O: -0.05 -1.70 -2.22
O: 1.04 1.64 1.79
H: 0.05 -0.01 2.45
H: -1.01 0.09 -1.88
C: 0.31 0.69 1.63
C: -0.37 0.48 0.32
O: 0.26 -0.46 -0.35
C: -0.33 -0.72 -1.62

These are the Löwdin partial charges, in e, on atoms 1 to 5: atom 1 (O): 0.1545, atom 2 (O): 0.0557, atom 3 (H): 0.1268, atom 4 (H): 0.1381, atom 5 (C): -0.2717

5.
Molecular formula: C22H37N5O2PPdS
Method: DFT, ωB97M-V/def2-TZVPD

Results
Lowest unoccupied orbital energy (alpha / beta) ... -2.1 / -4.8 eV
Largest force on an atom ... 0.0340 hartree/bohr
Multiplicity ... 3
Net charge ... +1
ΔE to the lowest compared entry with this formula, charge and spin ... 23.40 kcal per mole

Element x y z (Å)
C: -1.98 -2.30 -2.37
C: -0.84 3.10 -4.20
H: -4.33 2.33 0.30
H: -1.36 -3.30 -0.54
C: -1.47 -1.20 4.54
H: -2.25 3.33 -2.54
C: -2.06 -1.28 -0.17
H: -2.44 1.82 -3.42
H: -2.95 -2.16 -2.84
O: -0.14 -0.51 2.81
H: -2.38 3.96 0.90
H: -1.30 1.75 2.66
P: -1.12 1.17 -0.76
H: -0.18 -1.14 -2.13
H: -3.87 0.67 -0.05
H: -0.76 2.37 -5.01
H: -1.44 -3.06 -2.92
O: 0.12 0.96 0.05
H: 4.80 1.34 0.04
C: 5.03 -0.77 -0.47
N: -0.66 -1.51 3.50
N: -2.30 2.09 -0.04
H: 6.83 -1.84 0.01
Pd: 0.52 -1.07 0.78
C: 5.41 -0.52 -1.94
H: 1.34 3.36 -4.28
H: 4.88 0.34 -2.35
C: -2.02 -2.17 5.34
S: 0.64 -3.18 1.86
C: 5.76 -2.01 0.06
C: -1.70 2.54 -3.06
H: -0.69 -4.84 3.75
H: 5.18 -1.39 -2.55
H: -3.10 -3.13 -0.67
H: 1.35 2.15 -1.85
C: -1.74 -3.51 5.07
H: 5.52 -2.89 -0.53
H: -3.08 0.35 2.23
C: 3.59 -0.99 -0.40
N: -0.73 1.93 -2.15
H: -0.77 3.24 0.89
H: -1.34 -0.39 -3.26
H: 0.92 1.18 -3.27
H: -2.16 -4.29 5.67
H: -2.42 3.05 3.10
H: -1.25 4.02 -4.61
N: -1.90 -0.28 -1.21
H: 6.42 0.67 0.34
C: -3.34 1.39 1.99
C: -2.15 -2.64 -0.88
H: -1.13 -1.26 0.54
C: 0.53 3.29 -3.55
H: 5.08 0.29 1.43
H: 5.49 -2.21 1.10
C: -0.93 -3.81 4.00
H: -2.64 -1.88 6.17
C: -0.37 -2.81 3.20
N: 2.45 -1.14 -0.35
C: -2.16 2.33 2.33
H: -4.24 1.64 2.56
C: 5.35 0.46 0.39
C: 0.64 2.06 -2.67
H: 6.48 -0.33 -2.00
H: -1.63 -0.14 4.69
H: -2.91 -1.07 0.48
C: -3.57 1.57 0.48
H: 0.54 4.19 -2.93
C: -1.83 3.03 1.00
C: -1.24 -0.97 -2.34

These are the Löwdin partial charges, in e, on atoms 1 to 5: atom 1 (C): -0.1467, atom 2 (C): -0.1592, atom 3 (H): 0.1230, atom 4 (H): 0.0866, atom 5 (C): -0.0151

6.
Molecular formula: C29H52P2SiZr
Method: DFT, ωB97M-V/def2-TZVPD

Results
Lowest unoccupied orbital energy (alpha / beta) ... -8.7 / -8.7 eV
Largest force on an atom ... 0.0893 hartree/bohr
Net charge ... +2
ΔE to the lowest compared entry with this formula, charge and spin ... 47.49 kcal per mole

Element x y z (Å)
H: -2.44 -3.18 -0.96
C: 1.36 -0.32 -0.56
C: 0.35 -0.89 -1.49
H: -4.46 3.12 4.56
H: -0.20 3.17 -2.91
H: -4.08 -1.00 3.91
H: 1.17 -0.72 0.47
H: -4.23 2.65 0.18
H: -0.49 3.20 6.15
C: -0.66 4.12 5.56
H: 5.23 -5.97 -0.84
Si: -2.05 3.80 4.31
C: -3.65 3.36 5.27
H: -1.44 2.69 -0.38
C: 4.80 -5.88 -1.84
C: -4.10 -0.12 3.26
H: -4.03 4.16 5.93
H: -3.33 0.60 3.62
C: 5.82 -1.96 -2.46
C: -3.55 0.04 -0.43
H: -0.84 4.94 6.27
H: 4.33 0.06 0.30
H: -5.11 2.08 1.63
H: -3.12 5.04 2.47
H: -3.41 2.53 1.73
H: 6.41 -3.96 -3.01
C: 4.08 -4.36 -3.93
H: -3.48 2.47 5.89
H: 6.41 -3.67 -1.25
H: 4.12 -0.23 -3.96
C: 4.17 0.16 -2.94
H: 5.38 -1.36 0.36
H: -0.54 1.03 -4.08
H: 2.01 1.53 -1.55
H: -4.02 -2.84 -1.67
C: 1.67 1.20 -0.57
H: -2.81 -3.63 1.18
C: -3.77 0.64 0.82
H: -1.67 2.27 -2.56
H: -2.77 6.21 3.75
C: 0.00 1.05 -3.11
H: 5.86 0.06 -0.61
H: 2.32 -0.82 -0.78
C: -3.88 -0.38 1.80
Zr: -1.67 -0.84 2.21
H: -1.46 5.61 2.72
H: 5.87 -1.72 -3.52
C: 0.52 2.05 -0.10
C: -0.51 2.42 -0.88
C: 5.02 -0.55 -0.28
H: -5.05 0.43 3.42
H: 0.47 2.16 0.99
C: -3.30 -2.92 1.84
C: -0.60 2.30 -2.37
C: -1.60 2.38 3.17
P: 4.23 -1.25 -1.78
H: -3.05 0.41 -2.51
C: -3.62 -1.65 1.13
H: 6.65 -1.43 -1.98
H: 3.34 -5.13 -4.19
C: -0.23 -0.31 -2.55
H: -3.74 1.80 -1.63
C: -2.39 5.32 3.23
H: 5.07 -4.70 -4.27
H: -4.16 -3.46 2.27
C: -1.43 1.29 2.56
H: 3.82 -3.43 -4.44
H: 2.50 1.33 0.14
C: -3.78 0.70 -1.74
H: -4.79 0.44 -2.12
H: 3.30 0.80 -2.77
C: -4.15 2.05 1.09
H: -2.62 -2.70 2.74
H: -0.95 -0.93 -3.11
P: 4.14 -4.14 -2.06
H: 5.58 -6.07 -2.59
C: -3.30 -1.34 -0.23
H: 1.07 1.24 -3.30
H: 3.98 -6.60 -1.96
H: 0.26 4.34 5.01
C: -3.09 -2.36 -1.30
H: 5.09 0.74 -2.82
H: -2.61 -1.89 -2.18
C: 5.88 -3.45 -2.19
H: -0.04 -1.86 -1.17

These are the Löwdin partial charges, in e, on atoms 1 to 5: atom 1 (H): 0.0906, atom 2 (C): -0.2206, atom 3 (C): -0.1197, atom 4 (H): 0.0184, atom 5 (H): 0.1320

7.
Molecular formula: C5H15NOS
Method: DFT, ωB97M-V/def2-TZVPD

Results
Lowest unoccupied orbital energy (alpha / beta) ... 3.2 / 3.4 eV
Largest force on an atom ... 0.1058 hartree/bohr
Multiplicity ... 2
Net charge ... -1
ΔE to the lowest compared entry with this formula, charge and spin ... 51.08 kcal per mole

Element x y z (Å)
H: 0.21 1.24 1.61
H: -1.17 -1.39 -2.35
H: 3.25 -0.36 -1.04
C: 0.39 0.77 0.68
H: -1.53 -1.49 2.32
O: -1.80 -0.85 -2.71
C: -0.65 -1.24 1.72
S: 2.27 1.60 -1.99
H: -2.83 -0.23 0.09
C: -2.02 0.47 0.45
C: 1.77 0.15 0.31
H: 2.61 0.82 0.85
C: 2.21 -0.02 -1.08
H: -2.26 -0.28 -2.01
H: -2.41 0.91 1.38
H: -1.87 1.31 -0.27
H: 0.05 1.47 -0.10
H: 0.19 -1.04 2.29
H: 1.37 -0.67 -1.58
H: -0.42 -2.20 1.21
H: 1.55 2.15 -1.17
H: 1.83 -0.84 0.81
N: -0.75 -0.28 0.55

These are the Löwdin partial charges, in e, on atoms 1 to 5: atom 1 (H): 0.0598, atom 2 (H): -0.0567, atom 3 (H): 0.0550, atom 4 (C): -0.2611, atom 5 (H): 0.0586

no.,M (u)
1,496.64
2,103.16
3,147.20
4,86.05
5,573.03
6,581.99
7,137.25